No. 1
Formula: C28H41MnN7O5P2SSe3
Source: the Open Molecules 2025 dataset
Level of theory: ωB97M-V/def2-TZVPD

Structure (XYZ):
```
88
Properties=species:S:1:pos:R:3:mulliken_charge:R:1
Mn -0.274 0.699 0.167 -0.284
C -6.044 -0.450 -0.910 -1.415
C -5.167 -0.211 0.309 -0.018
N -4.451 1.044 0.155 0.056
C -3.144 1.226 0.410 -0.480
S -2.255 0.138 1.407 0.009
N -2.623 2.359 -0.075 -1.408
N -1.307 2.371 0.170 1.944
C -0.692 3.500 0.370 0.233
C -1.366 4.828 0.253 -1.715
C 0.651 3.307 0.872 0.823
C 1.552 4.343 1.144 -1.061
C 2.784 4.041 1.689 -0.463
C 3.106 2.712 1.940 -1.137
C 2.177 1.736 1.624 -0.405
N 0.974 2.014 1.122 0.464
H -6.565 -1.405 -0.814 0.365
H -5.414 -0.478 -1.799 0.237
H -6.797 0.341 -1.011 0.403
H -4.432 -1.011 0.395 0.127
H -5.776 -0.187 1.222 0.289
H -4.813 1.687 -0.534 0.336
H -2.423 4.703 0.485 0.395
H -1.300 5.219 -0.767 0.239
H -0.929 5.562 0.932 0.449
H 1.276 5.364 0.920 0.358
H 3.490 4.832 1.915 0.375
H 4.051 2.423 2.379 0.450
H 2.392 0.688 1.778 0.570
Se 0.905 -1.575 0.991 -0.361
P 0.941 -1.853 3.137 0.782
Se 2.072 -0.608 4.470 -0.605
C 1.488 -3.607 3.354 0.524
C 1.115 -4.582 2.431 -0.153
C 1.478 -5.906 2.622 -0.787
C 2.224 -6.274 3.735 -0.352
C 2.601 -5.307 4.656 -0.559
C 2.233 -3.981 4.467 -0.500
C -0.803 -1.968 3.719 0.704
C -1.771 -2.521 2.883 -0.452
C -3.083 -2.632 3.313 -0.217
C -3.443 -2.182 4.574 -0.520
C -2.486 -1.619 5.406 -0.555
C -1.169 -1.512 4.981 -0.402
H 0.553 -4.291 1.553 0.237
H 1.182 -6.652 1.894 0.384
H 2.512 -7.309 3.881 0.348
H 3.188 -5.583 5.524 0.359
H 2.530 -3.216 5.173 0.220
H -1.507 -2.805 1.872 0.039
H -3.831 -3.026 2.637 0.357
H -4.476 -2.244 4.897 0.357
H -2.767 -1.243 6.383 0.348
H -0.417 -1.058 5.613 0.227
C 3.069 2.705 -4.267 -1.048
N 2.704 2.230 -2.958 0.771
C 3.543 2.686 -1.872 -0.825
P 1.541 1.066 -2.684 -1.728
O 0.861 1.425 -1.411 0.669
N 0.503 1.092 -3.946 1.120
C -0.647 1.988 -3.919 -1.084
C 0.557 0.201 -5.085 -1.019
N 2.340 -0.376 -2.690 1.005
C 1.594 -1.615 -2.458 -0.885
C 3.642 -0.577 -3.276 -1.013
H 3.102 3.801 -4.278 0.302
H 2.334 2.377 -5.001 0.202
H 4.060 2.342 -4.580 0.319
H 3.539 3.780 -1.818 0.341
H 4.584 2.355 -1.997 0.309
H 3.167 2.303 -0.925 -0.035
H -0.693 2.501 -2.959 0.144
H -1.571 1.413 -4.012 0.365
H -0.568 2.732 -4.724 0.209
H 1.348 -0.535 -4.954 0.244
H 0.750 0.757 -6.016 0.283
H -0.385 -0.349 -5.152 0.237
H 0.579 -1.390 -2.123 -0.084
H 2.112 -2.213 -1.705 0.287
H 1.506 -2.185 -3.390 0.308
H 4.178 0.366 -3.374 0.230
H 3.574 -1.047 -4.268 0.274
H 4.231 -1.242 -2.636 0.309
O -1.630 -1.570 -3.608 -0.773
Se -2.342 -0.897 -2.294 0.993
O -3.275 -1.964 -1.486 -0.724
O -1.056 -0.433 -1.328 -0.050
O -3.200 0.433 -2.718 -0.814
```

Computed properties:
**HOMO (alpha / beta)**: -0.072 / -0.056 Eh
**E_tot**: -307145.148 eV
**2S+1**: 2
**Kohn-Sham gap (alpha / beta)**: 6.12 / 5.68 eV
**Charge**: -2
**Relative energy (zero: lowest compared OMol25 entry of this formula, charge and spin)**: 0.0 kcal/mol

---

No. 2
Formula: C24H72ClN6O13
Source: the Open Molecules 2025 dataset
Level of theory: ωB97M-V/def2-TZVPD

Structure (XYZ):
```
116
Properties=species:S:1:pos:R:3:mulliken_charge:R:1
Cl -0.535 0.081 -0.539 0.582
O -0.003 -1.126 -1.123 -0.139
O -0.611 1.121 -1.515 -0.639
O -1.826 -0.277 0.011 -0.092
O 0.365 0.505 0.528 -0.317
O 1.085 -0.194 -3.895 -0.758
H 1.262 -1.007 -3.404 0.303
H 0.631 0.366 -3.254 0.342
O -3.109 -3.235 -2.029 -0.638
H -3.944 -3.261 -1.553 0.304
H -2.716 -2.392 -1.775 0.299
O 0.999 -3.660 0.444 -0.756
H 0.789 -3.100 -0.313 0.205
H 0.424 -3.288 1.151 0.561
C -4.539 -0.868 1.675 -0.990
C -4.753 0.136 0.558 0.946
C -6.136 0.759 0.590 -0.772
O -7.115 -0.213 0.278 -0.287
C -8.403 0.287 0.069 -0.807
N -3.779 1.233 0.622 -0.693
H -5.146 -1.766 1.569 0.253
H -4.667 -0.456 2.676 0.241
H -3.493 -1.185 1.580 -0.033
H -4.654 -0.419 -0.386 0.139
H -6.273 1.612 -0.092 0.438
H -6.311 1.178 1.596 0.353
H -8.994 -0.490 -0.417 0.242
H -8.473 1.169 -0.580 0.319
H -8.846 0.523 1.046 0.304
H -3.832 1.738 -0.256 0.208
H -2.850 0.813 0.633 0.011
C 1.423 2.324 4.540 -1.346
C 0.394 2.993 3.590 0.226
C 1.079 3.622 2.403 0.134
O 1.975 4.613 2.873 -0.422
C 2.667 5.216 1.819 -0.523
N -0.632 2.059 3.129 -0.330
H 2.032 1.595 3.997 0.222
H 0.868 1.801 5.319 0.378
H 2.076 3.095 4.949 0.419
H -0.046 3.784 4.210 0.354
H 0.365 4.063 1.697 0.142
H 1.640 2.847 1.854 -0.082
H 3.371 4.544 1.306 0.134
H 3.314 6.005 2.212 0.332
H 2.017 5.665 1.063 0.234
H -0.995 1.483 3.879 0.245
H -0.114 1.420 2.523 -0.202
C 3.800 1.695 -0.744 -1.068
C 4.493 0.368 -1.080 0.913
C 6.001 0.480 -1.129 -0.987
O 6.376 1.526 -2.003 -0.271
C 7.779 1.597 -2.166 -0.784
N 4.092 -0.650 -0.098 -0.764
H 4.163 2.500 -1.380 0.560
H 4.148 1.891 0.280 0.263
H 2.717 1.593 -0.756 -0.215
H 4.112 0.056 -2.060 0.291
H 6.418 -0.484 -1.444 0.379
H 6.367 0.679 -0.110 0.312
H 8.266 1.997 -1.276 0.295
H 7.948 2.216 -3.049 0.244
H 8.169 0.611 -2.450 0.318
H 3.728 -1.484 -0.537 0.333
H 3.354 -0.288 0.493 0.201
C 0.005 -1.750 4.063 -1.545
C -1.294 -2.228 3.445 0.326
C -2.523 -1.337 3.654 -0.209
O -3.732 -1.978 3.320 -0.040
C -4.150 -2.944 4.275 -0.937
N -1.031 -2.484 2.006 -0.348
H -0.072 -1.593 5.145 0.441
H 0.397 -0.845 3.594 0.089
H 0.775 -2.513 3.947 0.356
H -1.536 -3.226 3.826 0.257
H -2.409 -0.501 2.958 -0.145
H -2.535 -0.945 4.681 0.591
H -3.449 -3.776 4.353 0.255
H -5.095 -3.335 3.903 0.261
H -4.298 -2.443 5.237 0.356
H -1.013 -1.570 1.560 -0.220
H -1.806 -3.005 1.611 0.317
C 0.166 -3.776 -3.815 -1.119
C 1.294 -4.425 -2.979 0.467
C 1.974 -5.615 -3.631 -0.839
O 1.028 -6.641 -3.898 -0.301
C 1.436 -7.928 -3.591 -0.819
N 2.277 -3.440 -2.526 -0.414
H 0.477 -3.303 -4.746 0.269
H -0.178 -2.991 -3.140 0.048
H -0.587 -4.550 -3.941 0.405
H 0.716 -4.754 -2.112 0.140
H 2.811 -5.956 -3.009 0.444
H 2.433 -5.342 -4.594 0.334
H 1.949 -8.002 -2.617 0.336
H 2.081 -8.439 -4.317 0.284
H 0.564 -8.569 -3.424 0.282
H 2.496 -3.634 -1.552 0.266
H 3.178 -3.460 -2.990 0.246
C 1.007 3.477 -3.012 -0.733
C 0.920 4.819 -2.264 -0.212
C -0.129 4.692 -1.176 0.303
O -1.431 4.699 -1.756 -0.478
C -2.279 3.862 -1.001 -0.063
N 2.218 5.111 -1.598 -0.585
H 1.217 2.675 -2.301 -0.270
H 1.749 3.469 -3.808 0.427
H 0.022 3.241 -3.428 0.372
H 0.710 5.615 -2.979 0.413
H -0.072 5.455 -0.395 0.556
H 0.005 3.703 -0.719 -0.452
H -2.469 4.225 0.014 0.322
H -1.869 2.848 -1.008 -0.270
H -3.261 3.822 -1.484 0.388
H 2.513 4.224 -1.199 0.062
H 2.886 5.342 -2.325 0.319
```

Computed properties:
**HOMO**: -0.230 Eh
**E_tot**: -74127.830 eV
**2S+1**: 1
**Kohn-Sham gap**: 8.71 eV
**Charge**: -1
**Relative energy (zero: lowest compared OMol25 entry of this formula, charge and spin)**: 0.0 kcal/mol

---

No. 3
Formula: C14H31F6ReS3Sb2Se2
Source: the Open Molecules 2025 dataset
Level of theory: ωB97M-V/def2-TZVPD

Structure (XYZ):
```
59
Properties=species:S:1:pos:R:3:mulliken_charge:R:1
Re -2.446 0.184 0.129 1.280
C -2.105 3.017 -2.002 -1.048
Se -1.525 2.488 -0.218 0.030
C -2.806 3.536 0.843 -0.700
C -4.239 3.284 0.451 -0.917
Se -4.663 1.377 0.243 0.218
C -5.499 1.083 1.974 -1.020
H -2.000 4.098 -2.058 0.438
H -3.128 2.705 -2.185 0.375
H -1.432 2.538 -2.708 0.295
H -2.516 4.578 0.710 0.526
H -2.588 3.240 1.869 0.357
H -4.502 3.766 -0.488 0.426
H -4.918 3.659 1.216 0.553
H -6.480 1.548 1.935 0.422
H -4.888 1.496 2.768 0.336
H -5.601 0.007 2.097 0.349
S -0.882 -2.318 -3.359 -0.004
C -1.401 -1.558 -2.068 0.205
S -2.854 -0.491 -1.919 -0.201
S -0.756 -1.543 -0.361 -0.076
C 1.341 0.596 -3.058 -1.240
C 1.904 0.664 -1.642 0.892
C 3.375 1.082 -1.616 -1.320
Sb 1.662 -1.179 -0.586 0.555
C 2.381 -2.955 -1.544 0.556
C 3.820 -2.747 -2.010 -1.295
C 2.210 -4.137 -0.595 -1.410
C 2.288 -0.958 1.447 0.279
C 1.894 0.426 1.956 -1.073
C 3.791 -1.223 1.541 -1.243
H 1.527 1.548 -3.559 0.477
H 0.266 0.413 -3.072 0.127
H 1.824 -0.179 -3.656 0.289
H 1.315 1.359 -1.035 -0.167
H 4.003 0.392 -2.180 0.273
H 3.776 1.169 -0.606 0.343
H 3.471 2.061 -2.088 0.478
H 1.709 -3.058 -2.396 0.230
H 4.502 -2.581 -1.174 0.306
H 3.919 -1.920 -2.714 0.343
H 4.152 -3.650 -2.524 0.468
H 2.860 -4.056 0.277 0.296
H 2.485 -5.052 -1.121 0.470
H 1.180 -4.257 -0.254 0.378
H 1.734 -1.732 1.980 0.404
H 2.479 1.210 1.471 0.294
H 2.100 0.481 3.026 0.504
H 0.833 0.639 1.819 0.035
H 4.377 -0.500 0.972 0.264
H 4.062 -2.227 1.215 0.324
H 4.094 -1.131 2.586 0.461
F -1.684 0.766 2.132 -0.668
Sb -1.997 -0.810 3.354 2.316
F -3.497 0.091 3.982 -0.461
F -0.881 -0.044 4.619 -0.491
F -2.494 -2.436 4.067 -0.472
F -0.520 -1.596 2.473 -0.506
F -3.035 -1.163 1.642 -0.856
```

Computed properties:
**HOMO (alpha / beta)**: -0.535 / -0.535 Eh
**E_tot**: -209717.477 eV
**2S+1**: 1
**Kohn-Sham gap (alpha / beta)**: 6.97 / 6.97 eV
**Charge**: +2
**Relative energy (zero: lowest compared OMol25 entry of this formula, charge and spin)**: 0.0 kcal/mol

---

No. 4
Formula: C8H12BClO3
Source: the Open Molecules 2025 dataset
Level of theory: ωB97M-V/def2-TZVPD

Structure (XYZ):
```
25
Properties=species:S:1:pos:R:3:mulliken_charge:R:1
C -2.767 0.985 -0.608 -1.166
C -1.720 0.414 -1.656 0.098
O -0.419 0.991 -1.402 -0.484
C 0.271 0.302 -0.388 -0.208
B -0.442 0.119 1.124 0.900
O -1.082 -1.023 1.326 -0.537
O -0.177 1.018 2.005 -0.527
C 0.604 -1.392 -0.797 -0.572
C 1.611 -1.956 -0.121 -0.415
C 2.514 -1.151 0.695 -0.179
C 2.442 0.165 0.692 -0.693
C 1.568 0.988 -0.227 0.237
Cl 2.558 1.317 -1.683 -0.229
H -2.981 0.297 0.214 0.208
H -2.358 1.935 -0.259 0.249
H -3.709 1.116 -1.070 0.475
H -2.266 0.635 -2.675 0.344
H -1.596 -0.606 -1.501 0.024
H -1.245 -1.392 2.196 0.272
H -0.411 0.949 2.917 0.290
H -0.113 -1.756 -1.502 0.405
H 1.901 -2.953 -0.412 0.435
H 3.210 -1.702 1.375 0.347
H 3.074 0.766 1.482 0.248
H 1.533 1.935 0.277 0.476
```

Computed properties:
**HOMO**: -0.316 Eh
**E_tot**: -27831.508 eV
**2S+1**: 1
**Kohn-Sham gap**: 8.66 eV
**SMILES**: CCO[C@@]1(B(O)O)C=CC=C[C@H]1Cl
**Charge**: 0
**Relative energy (zero: lowest compared OMol25 entry of this formula, charge and spin)**: 21.7 kcal/mol

---

No. 5
Formula: C7H11NO2
Source: the Open Molecules 2025 dataset
Level of theory: ωB97M-V/def2-TZVPD

Structure (XYZ):
```
21
Properties=species:S:1:pos:R:3:mulliken_charge:R:1
C -1.907 -0.730 -0.043 -1.312
C 0.052 1.344 1.744 -1.868
C 1.309 -1.061 -1.141 -1.449
C 1.055 1.647 -0.408 -0.340
C -1.201 0.565 -0.341 -0.083
C 0.167 0.789 0.306 2.274
C 0.926 -0.564 0.229 0.272
O -1.050 0.823 -1.734 -0.512
N 1.106 -1.173 1.335 -0.647
O 1.969 2.160 -0.886 -0.374
H -1.904 0.686 -2.160 0.358
H 1.542 -2.081 1.188 0.285
H -2.972 -0.620 -0.272 0.450
H -1.831 -0.976 1.016 0.315
H -1.540 -1.600 -0.618 0.293
H 1.029 1.457 2.215 0.434
H -0.486 2.290 1.720 0.471
H -0.513 0.616 2.318 0.335
H 0.564 -0.797 -1.893 0.318
H 2.263 -0.630 -1.456 0.318
H 1.423 -2.146 -1.119 0.463
```

Computed properties:
**HOMO (alpha / beta)**: -0.208 / -0.276 Eh
**E_tot**: -13017.929 eV
**2S+1**: 1
**Kohn-Sham gap (alpha / beta)**: 5.70 / 8.22 eV
**Charge**: 0
**Relative energy (zero: lowest compared OMol25 entry of this formula, charge and spin)**: 123.4 kcal/mol

---

Look up the relative energy (zero: lowest compared OMol25 entry of this formula, charge and spin) of the fourth one.
21.7 kcal/mol

---

The highest E_tot belongs to which entry?
C7H11NO2